C5H9NO as an isolated structure at a distorted geometry. Source: the OMol25 dataset; level of theory: wB97M-V/def2-TZVPD.

Summary:
Total charge: 0
Energy above the lowest of the compared OMol25 structures with the same formula, charge and spin (kJ/mol): 640.4
HOMO-LUMO gap (spin up / spin down) (eV): 8.8676 / 8.8652
E_tot (eV): -8862.575

Geometry (Å):
C: 1.1517 -0.6720 -1.5100
C: -0.2268 -0.6435 -0.8541
C: -0.2374 -1.0824 0.6205
C: -0.0278 0.2981 1.2563
O: -1.0534 2.1384 1.2098
C: -0.6720 0.7438 -0.5337
N: -1.2127 1.7863 -0.7445
H: 1.4741 -1.7110 -1.6316
H: 1.8971 -0.1537 -0.8973
H: 1.1320 -0.1973 -2.4951
H: -0.9564 -1.1550 -1.4908
H: -1.2229 -1.4739 0.8899
H: 0.5202 -1.8252 0.9120
H: 0.9784 0.6932 1.1294
H: -0.3555 0.3812 2.2859
H: -1.1885 2.8729 1.8531